1.
Computed, not measured: 7 unconnected molecules or ions with the total composition C35H48N6O2P2Si, with ωB97M-V/def2-TZVPD.

Structure (ORCA input):
```
! RIJCOSX wB97M-V def2-TZVPD def2/J DEFGRID3
* xyz 0 1
C 2.07493 -4.22045 -1.12557
Si 2.65231 -2.47602 -0.80657
C 3.20534 -1.75640 -2.44082
C 4.02762 -2.43522 0.44814
O 1.46780 -1.50746 -0.14341
C 0.38044 -0.98784 -0.89127
C -0.95036 -1.30525 -0.22754
P -1.64902 -2.95593 -0.76694
P -2.29623 -5.03662 -1.65975
O -1.14354 -5.59298 -2.43488
H 2.72376 -4.65225 -1.89260
H 1.05304 -4.32475 -1.49687
H 2.17735 -4.82812 -0.22312
H 3.42144 -0.68760 -2.38487
H 4.12042 -2.27780 -2.73739
H 2.46929 -1.91704 -3.23152
H 4.38953 -3.43663 0.68214
H 3.68777 -1.95636 1.36825
H 4.87920 -1.86526 0.07056
H 0.39257 -1.37267 -1.92289
H 0.49710 0.09744 -0.97245
H -1.67843 -0.53191 -0.50100
H -0.84418 -1.28967 0.85967
H -2.95155 -2.69763 -0.28209
H -1.35243 -2.69954 -2.12828
H -0.79628 -3.72305 0.05763
H -2.75639 -5.88614 -0.61094
H -3.51046 -4.94274 -2.39896
C 0.67076 1.82167 2.53623
C 1.50629 1.55161 1.46668
C 2.37767 2.55002 1.05039
N 2.44715 3.75450 1.61222
C 1.62737 4.00182 2.63513
C 0.72852 3.06924 3.13180
H -0.01994 1.07311 2.89863
H 1.48586 0.59532 0.96084
H 3.04841 2.37248 0.21589
H 1.68580 4.99198 3.07496
H 0.07849 3.32351 3.95862
C -4.74141 -0.30306 4.30224
C -5.08231 -1.52194 3.73596
C -4.21394 -2.09157 2.81713
N -3.06880 -1.52566 2.44058
C -2.75708 -0.35502 2.98987
C -3.54980 0.29461 3.92576
H -5.39192 0.17056 5.02626
H -6.00110 -2.02754 4.00048
H -4.44996 -3.04767 2.36169
H -1.82818 0.09452 2.65957
H -3.23612 1.24900 4.32666
C -3.91086 4.92577 0.37856
C -3.00473 5.47600 1.27035
C -2.44801 4.65762 2.24225
N -2.74046 3.36498 2.36678
C -3.61334 2.84746 1.50493
C -4.22290 3.58133 0.49765
H -4.36465 5.53327 -0.39383
H -2.72962 6.52090 1.21914
H -1.72970 5.05872 2.94950
H -3.83380 1.79260 1.62381
H -4.92408 3.10428 -0.17364
C 0.59988 9.97118 4.12666
C 1.30016 9.41492 5.18478
C 1.67473 8.08145 5.10335
N 1.39524 7.30476 4.06042
C 0.72502 7.85007 3.04892
C 0.30602 9.17249 3.03326
H 0.29138 11.00829 4.15251
H 1.55528 9.99854 6.05878
H 2.22573 7.61592 5.91290
H 0.51898 7.19779 2.20582
H -0.23299 9.56253 2.18049
C -3.96869 -2.11261 -6.46517
C -4.20528 -1.41946 -5.28812
C -3.40077 -1.69175 -4.19226
N -2.41317 -2.58177 -4.21293
C -2.19483 -3.24577 -5.34462
C -2.94450 -3.04500 -6.49487
H -4.57447 -1.93026 -7.34338
H -4.99524 -0.68434 -5.21637
H -3.55768 -1.16817 -3.25326
H -1.39226 -3.97446 -5.31878
H -2.72684 -3.61230 -7.38935
C 6.57638 -6.13825 -3.91488
C 7.11818 -4.90408 -3.59380
C 6.68258 -4.27104 -2.43868
N 5.76898 -4.78447 -1.61911
C 5.25686 -5.97070 -1.93780
C 5.62550 -6.68499 -3.06872
H 6.88835 -6.66334 -4.80847
H 7.86274 -4.43550 -4.22293
H 7.08566 -3.30342 -2.15895
H 4.50962 -6.36782 -1.25956
H 5.17047 -7.64357 -3.27743
*
```

The value obtained for the HOMO-LUMO gap is 7.89 eV. The SMILES is C[Si](C)(C)OCC[PH3][PH2]=O.c1ccncc1.c1ccncc1.c1ccncc1.c1ccncc1.c1ccncc1.c1ccncc1. The value obtained for the strongest force on any atom is 0.006 Eh/bohr. For the HOMO energy, the calculation gives -7.39 eV.



2.
Computed, not measured: 2 unconnected molecules or ions with the total composition C4H8N2O, with ωB97M-V/def2-TZVPD.

Structure (ORCA input):
```
! RIJCOSX wB97M-V def2-TZVPD def2/J DEFGRID3
* xyz 0 1
N -0.72846 1.84276 -1.30146
C -0.50462 0.66048 -1.40197
C 0.12133 -0.44706 -0.92607
C -0.54979 -1.72173 -0.48325
O 0.31152 -2.45647 0.34986
H -0.20624 2.07700 -0.24682
H 1.14481 -0.58398 -1.26965
H -0.75656 -2.33904 -1.36232
H -1.51365 -1.49948 0.00708
H 0.78858 -1.81999 0.90509
C 0.51041 1.65434 1.00442
N 0.51955 0.32202 0.94786
H -0.21915 2.16008 1.64236
H 1.45821 2.16299 0.82112
H -0.37591 -0.01191 1.31377
*
```

As for the energy relative to the best compared isomer or geometry (same formula, charge and spin): 4.817 eV. The value obtained for the HOMO-LUMO gap is 9.64 eV. The SMILES is N=C=CCO.C=N. The value obtained for the strongest force on any atom is 0.013 Eh/bohr. For the HOMO energy, the calculation gives -8.93 eV.



3.
Computed, not measured: 2 unconnected molecules or ions with the total composition C5H5N2O4S in a non-equilibrium geometry, with ωB97M-V/def2-TZVPD.

Structure (ORCA input):
```
! RIJCOSX wB97M-V def2-TZVPD def2/J DEFGRID3
* xyz -1 1
C -0.57906 1.82679 -0.15187
C -3.98218 0.64189 -0.52947
C 0.58360 -0.10351 -0.58407
C 0.35396 -0.18468 0.87312
C -3.00748 -1.30886 -0.12393
N 0.01110 1.17901 -1.07987
N -2.79114 -0.60503 0.92932
O -4.51300 1.54585 -1.08159
O -2.65684 -2.45276 -0.40416
O -3.73468 -0.56886 -1.13414
O -3.48514 0.63933 0.73626
S -0.39173 1.28746 1.49799
H 1.76107 -0.09076 -0.73788
H 0.13620 -0.98183 -1.03170
H -0.18099 -1.07437 1.15540
H 1.21250 -0.18662 1.52110
H -1.00460 2.81617 -0.41547
*
```

As for the energy relative to the best compared isomer or geometry (same formula, charge and spin): 0.275 eV. The value obtained for the HOMO-LUMO gap is 7.52 eV. The value obtained for the strongest force on any atom is 0.057 Eh/bohr. For the HOMO energy, the calculation gives -4.48 eV.



4.
Computed, not measured: 2 unconnected molecules or ions with the total composition C2H5ClN2 in a non-equilibrium geometry, with ωB97M-V/def2-TZVPD.

Structure (ORCA input):
```
! RIJCOSX wB97M-V def2-TZVPD def2/J DEFGRID3
* xyz 0 1
C 0.56748 -1.52337 0.85474
C 1.13159 0.42809 -0.32537
N -1.63998 0.81882 0.20996
N 0.26286 -0.57054 0.21185
Cl -2.64599 -0.37812 -0.15208
H 0.03623 -2.33834 1.38938
H 0.54520 1.25481 -0.74519
H 1.77008 0.60140 0.47621
H 1.73319 0.12809 -1.12977
H -1.76064 1.57916 -0.78973
*
```

As for the energy relative to the best compared isomer or geometry (same formula, charge and spin): 6.380 eV. The value obtained for the HOMO-LUMO gap (spin up / spin down) is 6.76 / 9.39 eV. The value obtained for the strongest force on any atom is 0.105 Eh/bohr. For the HOMO energy (spin up / spin down), the calculation gives -7.13 / -9.18 eV.



5.
Computed, not measured: 2 unconnected molecules or ions with the total composition C2H9N2S2 in a non-equilibrium geometry, with ωB97M-V/def2-TZVPD.

Structure (ORCA input):
```
! RIJCOSX wB97M-V def2-TZVPD def2/J DEFGRID3
* xyz 1 1
C 0.19033 -3.38074 0.62122
S -0.24423 -1.70993 1.15059
S -1.21261 -0.71823 -0.41356
H -0.65354 -4.05517 0.75830
H 0.46123 -3.29698 -0.42809
H 0.96512 -3.69634 1.31271
H -1.71446 -1.78431 -1.04274
N 0.88503 1.43583 0.20305
C 0.61566 2.60648 -0.31399
N -0.58640 3.05446 -0.60847
H 0.12075 0.82256 0.48951
H 1.75309 1.37592 0.72164
H 1.46220 3.21906 -0.60540
H -0.65166 3.66703 -1.41039
H -1.39052 2.46036 -0.43438
*
```

As for the energy relative to the best compared isomer or geometry (same formula, charge and spin): 0.740 eV. The value obtained for the HOMO-LUMO gap is 8.06 eV. The value obtained for the strongest force on any atom is 0.026 Eh/bohr. For the HOMO energy, the calculation gives -11.83 eV.



6.
Computed, not measured: 2 unconnected molecules or ions with the total composition CH4ClO2P in a non-equilibrium geometry, with ωB97M-V/def2-TZVPD.

Structure (ORCA input):
```
! RIJCOSX wB97M-V def2-TZVPD def2/J DEFGRID3
* xyz 0 1
O -0.52160 1.08028 1.44525
P 0.18199 2.01223 0.30459
Cl -1.44146 2.29785 -0.89711
H -0.57319 0.16957 1.11474
H -0.30046 3.13418 1.02571
C 0.20824 -2.08767 -0.51251
O 0.43198 -1.22710 0.26367
H -0.69160 -2.67891 -0.25017
H 0.83849 -2.32721 -1.31034
*
```

As for the energy relative to the best compared isomer or geometry (same formula, charge and spin): 0.676 eV. The value obtained for the HOMO-LUMO gap is 9.64 eV. The SMILES is OPCl.C=O. The value obtained for the strongest force on any atom is 0.060 Eh/bohr. For the HOMO energy, the calculation gives -9.37 eV.



7.
Computed, not measured: a single C23H32N4O7 molecule, with ωB97M-V/def2-TZVPD.

Structure (ORCA input):
```
! RIJCOSX wB97M-V def2-TZVPD def2/J DEFGRID3
* xyz 0 1
C -0.52507 4.49882 4.66097
C -0.79828 2.99953 4.62882
C 0.15129 2.23557 3.70716
C 1.59299 2.24752 4.21610
N 2.45042 1.45453 3.35651
C 3.20247 1.95189 2.32526
O 3.30756 3.10348 2.00250
C 3.84526 0.71642 1.68105
O 4.58481 0.66007 0.73480
N 3.37439 -0.34593 2.41131
C 3.55887 -1.74070 2.06856
C 2.35652 -2.25279 1.24340
O 1.79011 -3.28916 1.50325
N 2.04214 -1.39653 0.25056
C 0.87200 -1.32070 -0.51800
C -0.04454 -2.35514 -0.62329
C -1.20300 -2.20898 -1.36707
O -2.18025 -3.16474 -1.44103
C -2.01479 -4.39779 -0.76737
C -1.09903 -5.36382 -1.51415
C -1.43955 -1.00279 -2.06931
N -2.62091 -0.83693 -2.78304
C -3.01939 -1.82311 -3.77009
C -2.47441 -1.43631 -5.15082
O -2.92755 -0.15743 -5.54222
C -2.53817 0.82453 -4.60817
C -3.05879 0.47612 -3.20520
C -0.50613 0.02953 -1.94011
C 0.63458 -0.10463 -1.16803
O 1.60622 0.85161 -0.98046
C 1.43969 2.15257 -1.50533
C 0.49906 3.00620 -0.66053
C 2.52041 0.06963 3.43273
O 1.97043 -0.62977 4.23029
H 0.43723 4.71551 5.11674
H -1.29272 5.00619 5.24003
H -0.53017 4.90869 3.65354
H -1.81863 2.83328 4.27800
H -0.72587 2.59114 5.63863
H -0.17882 1.19687 3.63402
H 0.12115 2.67394 2.70696
H 2.00024 3.25971 4.21732
H 1.64099 1.82211 5.22110
H 4.48130 -1.82771 1.48961
H 3.62570 -2.33130 2.98375
H 2.64796 -0.60437 0.07819
H 0.16475 -3.25628 -0.07474
H -3.02705 -4.81039 -0.72077
H -1.65934 -4.23732 0.25644
H -1.05274 -6.30730 -0.97789
H -1.48540 -5.54530 -2.51455
H -0.09374 -4.96014 -1.59975
H -2.65804 -2.80664 -3.48574
H -4.11360 -1.84071 -3.80801
H -2.82768 -2.12813 -5.91694
H -1.37272 -1.45100 -5.12599
H -2.96488 1.76571 -4.95997
H -1.43993 0.90512 -4.59818
H -2.76451 1.23043 -2.47625
H -4.15395 0.44792 -3.24739
H -0.67946 0.95658 -2.45856
H 1.10334 2.10844 -2.54781
H 2.44584 2.58008 -1.48483
H 0.36034 3.97506 -1.13174
H -0.46862 2.52096 -0.55053
H 0.92966 3.15808 0.32628
*
```

As for the energy relative to the best compared isomer or geometry (same formula, charge and spin): 1.684 eV. The value obtained for the HOMO-LUMO gap is 6.66 eV. The SMILES is CCCCN1C(=O)C(=O)N(CC(=O)Nc2cc(OCC)c(N3CCOCC3)cc2OCC)C1=O. The value obtained for the strongest force on any atom is 0.011 Eh/bohr. For the HOMO energy, the calculation gives -7.14 eV.



8.
Computed, not measured: a single C3H7NO molecule in a non-equilibrium geometry, with ωB97M-V/def2-TZVPD.

Structure (ORCA input):
```
! RIJCOSX wB97M-V def2-TZVPD def2/J DEFGRID3
* xyz 0 1
C 1.84902 0.21468 -0.01669
N 0.57799 -0.42127 0.03888
C -0.58400 0.40422 -0.00830
C -1.86415 -0.29923 0.03620
O -0.52372 1.61702 -0.02030
H 1.78239 1.15841 0.24999
H 2.57915 -0.30574 0.83812
H 2.31948 0.15955 -0.72173
H 0.39415 -1.21626 -0.52058
H -2.26693 -0.43451 1.06061
H -1.68181 -1.19810 -0.48198
H -2.58157 0.32122 -0.45422
*
```

As for the energy relative to the best compared isomer or geometry (same formula, charge and spin): 2.749 eV. The value obtained for the HOMO-LUMO gap is 10.53 eV. The SMILES is CNC(C)=O. The value obtained for the strongest force on any atom is 0.329 Eh/bohr. For the HOMO energy, the calculation gives -9.60 eV.



Please write out number 6 again, unchanged.
Computed, not measured: 2 unconnected molecules or ions with the total composition CH4ClO2P in a non-equilibrium geometry, with ωB97M-V/def2-TZVPD.

Structure (ORCA input):
```
! RIJCOSX wB97M-V def2-TZVPD def2/J DEFGRID3
* xyz 0 1
O -0.52160 1.08028 1.44525
P 0.18199 2.01223 0.30459
Cl -1.44146 2.29785 -0.89711
H -0.57319 0.16957 1.11474
H -0.30046 3.13418 1.02571
C 0.20824 -2.08767 -0.51251
O 0.43198 -1.22710 0.26367
H -0.69160 -2.67891 -0.25017
H 0.83849 -2.32721 -1.31034
*
```

As for the energy relative to the best compared isomer or geometry (same formula, charge and spin): 0.676 eV. The value obtained for the HOMO-LUMO gap is 9.64 eV. The SMILES is OPCl.C=O. The value obtained for the strongest force on any atom is 0.060 Eh/bohr. For the HOMO energy, the calculation gives -9.37 eV.